This record from the OMol25 dataset describes a 11-piece molecular cluster, C31H75N9O11S2 overall in a non-equilibrium geometry. The level of theory is wB97M-V/def2-TZVPD.

```
128
Properties=species:S:1:pos:R:3
C 10.788 -16.885 16.590
C 10.709 -16.095 15.280
O 10.742 -16.702 14.151
N 10.707 -14.733 15.367
C 10.750 -13.913 14.187
H 11.032 -16.264 17.452
H 11.446 -17.709 16.313
H 9.794 -17.232 16.872
H 10.594 -14.264 16.255
H 10.791 -14.489 13.262
H 11.747 -13.488 14.068
H 10.141 -13.013 14.101
C 5.809 -11.080 11.623
C 6.478 -10.866 12.985
O 6.850 -9.725 13.196
N 6.520 -11.791 13.904
C 7.280 -11.658 15.102
H 5.885 -10.211 10.970
H 4.760 -11.373 11.584
H 6.371 -11.863 11.113
H 6.320 -12.748 13.653
H 7.931 -10.796 15.250
H 7.986 -12.488 15.069
H 6.569 -11.877 15.898
C 7.501 -15.573 23.042
C 8.040 -14.209 23.341
O 7.638 -13.278 22.632
N 8.851 -14.164 24.416
C 9.565 -12.993 24.862
H 7.892 -16.018 22.126
H 6.423 -15.596 22.882
H 7.801 -16.259 23.834
H 9.198 -14.986 24.891
H 9.525 -12.267 24.050
H 10.479 -13.137 25.437
H 8.926 -12.578 25.642
C 9.955 -18.944 19.571
C 10.294 -20.119 18.671
O 10.052 -20.112 17.460
N 10.933 -21.070 19.291
C 11.504 -22.252 18.635
H 9.288 -18.167 19.197
H 10.861 -18.338 19.545
H 9.651 -19.311 20.551
H 11.165 -21.074 20.274
H 11.330 -23.018 19.390
H 12.569 -22.121 18.447
H 11.021 -22.413 17.671
C 3.121 -11.420 14.548
C 3.374 -11.663 16.044
O 3.706 -10.742 16.718
N 3.125 -12.928 16.417
C 3.270 -13.385 17.796
H 3.592 -12.192 13.939
H 3.366 -10.377 14.350
H 2.042 -11.412 14.396
H 2.987 -13.640 15.713
H 2.357 -13.654 18.327
H 3.826 -12.596 18.303
H 4.000 -14.189 17.704
C 10.683 -11.920 21.444
C 11.781 -12.817 22.091
O 11.373 -13.930 22.399
N 13.092 -12.517 22.279
C 13.566 -11.131 22.685
H 10.227 -11.352 22.255
H 9.991 -12.534 20.867
H 11.144 -11.241 20.727
H 13.446 -13.285 22.832
H 14.636 -11.054 22.492
H 13.283 -10.942 23.721
H 12.975 -10.449 22.073
C 6.043 -8.035 17.814
C 6.653 -8.427 19.096
O 6.067 -8.088 20.137
N 7.800 -9.131 19.115
C 8.502 -9.508 20.290
H 6.236 -7.039 17.415
H 4.954 -8.031 17.765
H 6.171 -8.814 17.063
H 8.300 -8.922 18.262
H 9.519 -9.849 20.096
H 7.997 -10.343 20.776
H 8.482 -8.790 21.110
C 4.995 -12.688 25.230
C 4.521 -12.210 23.872
O 3.433 -12.429 23.477
N 5.336 -11.292 23.334
C 4.985 -10.419 22.137
H 4.276 -12.700 26.049
H 5.924 -12.246 25.590
H 5.028 -13.773 25.134
H 6.339 -11.344 23.441
H 4.061 -10.649 21.607
H 5.945 -10.486 21.625
H 4.877 -9.384 22.460
C 0.811 -13.434 21.581
C 1.883 -14.460 21.114
O 1.441 -15.544 20.709
N 3.184 -14.082 21.210
C 4.227 -15.036 20.954
H 1.253 -12.572 22.080
H 0.144 -13.992 22.237
H 0.224 -13.209 20.690
H 3.381 -13.129 21.478
H 4.089 -15.941 21.547
H 5.059 -14.429 21.310
H 4.182 -15.333 19.906
C 8.186 -14.974 19.815
S 8.199 -13.449 18.751
O 8.085 -13.767 17.275
C 6.537 -12.764 19.387
H 8.937 -15.607 19.342
H 7.290 -15.584 19.939
H 8.509 -14.481 20.732
H 6.594 -12.524 20.448
H 5.802 -13.529 19.136
H 6.287 -11.826 18.892
C 11.825 -18.310 24.656
S 10.230 -18.065 23.970
O 9.580 -17.008 24.863
C 10.840 -17.079 22.518
H 11.732 -17.710 25.561
H 12.723 -18.060 24.092
H 11.896 -19.352 24.967
H 11.688 -16.413 22.674
H 10.025 -16.572 21.999
H 11.161 -17.814 21.780
```

The energy above the lowest of the compared OMol25 structures with the same formula, charge and spin comes out at 89.8 kcal per mole. The value obtained for the energy is -90965.75912 eV.


This record from the OMol25 dataset describes a 9-piece molecular cluster, C31H82NO8 overall. The level of theory is wB97M-V/def2-TZVPD.

```
122
Properties=species:S:1:pos:R:3
C -1.976 4.866 0.682
C -3.096 4.530 -0.307
C -3.423 3.040 -0.423
C -2.623 2.262 -1.469
C -1.156 1.980 -1.125
C -0.114 2.941 -1.690
C -0.088 3.073 -3.200
N -1.121 4.078 -3.718
H -1.559 5.853 0.488
H -2.369 4.884 1.696
H -1.169 4.136 0.669
H -2.886 4.959 -1.294
H -3.988 5.045 0.049
H -4.476 2.935 -0.686
H -3.285 2.556 0.545
H -3.108 1.292 -1.577
H -2.743 2.748 -2.441
H -0.882 0.985 -1.470
H -1.068 2.012 -0.039
H 0.871 2.557 -1.420
H -0.171 3.935 -1.237
H -0.247 2.133 -3.720
H 0.880 3.464 -3.502
H -1.482 4.621 -2.935
H -1.899 3.577 -4.164
H -0.698 4.678 -4.423
C -0.690 -3.371 -3.115
C -1.040 -1.914 -3.369
C 0.164 -1.009 -3.192
O -2.098 -1.489 -2.503
H -0.330 -3.497 -2.090
H -1.568 -4.002 -3.244
H 0.092 -3.713 -3.794
H -1.438 -1.808 -4.379
H 0.540 -1.066 -2.166
H -0.120 0.032 -3.379
H 0.981 -1.273 -3.865
H -1.783 -1.594 -1.598
C 1.986 -0.829 2.277
C 2.306 -1.077 0.815
C 3.726 -0.670 0.460
O 1.369 -0.380 -0.020
H 2.095 0.234 2.511
H 0.964 -1.129 2.502
H 2.652 -1.390 2.931
H 2.157 -2.132 0.583
H 3.871 0.397 0.643
H 3.924 -0.866 -0.595
H 4.453 -1.219 1.060
H 1.482 0.558 0.165
C -4.600 4.800 -5.672
C -4.718 3.295 -5.851
C -6.162 2.831 -5.814
O -3.951 2.606 -4.847
H -5.012 5.101 -4.704
H -3.554 5.116 -5.710
H -5.142 5.335 -6.450
H -4.263 3.002 -6.798
H -6.616 3.078 -4.851
H -6.221 1.752 -5.946
H -6.747 3.310 -6.598
H -4.338 2.822 -3.990
C -2.044 -2.693 4.427
C -0.980 -3.395 3.601
C -1.195 -4.898 3.542
O 0.326 -3.097 4.102
H -2.020 -3.054 5.460
H -1.876 -1.618 4.443
H -3.042 -2.873 4.028
H -0.989 -2.989 2.586
H -1.142 -5.330 4.545
H -0.425 -5.378 2.938
H -2.169 -5.144 3.118
H 0.386 -3.447 4.997
C 5.757 2.548 4.326
C 5.525 2.398 2.832
C 5.978 3.626 2.060
O 4.148 2.112 2.564
H 5.186 3.396 4.715
H 5.430 1.654 4.856
H 6.811 2.718 4.547
H 6.065 1.522 2.468
H 5.414 4.505 2.384
H 5.809 3.492 0.991
H 7.038 3.825 2.221
H 3.629 2.860 2.878
C 5.690 -0.721 -4.725
C 4.216 -0.669 -4.358
C 3.870 0.597 -3.587
O 3.841 -1.822 -3.607
H 6.305 -0.717 -3.821
H 5.913 -1.633 -5.277
H 5.978 0.136 -5.336
H 3.615 -0.717 -5.268
H 4.427 0.634 -2.647
H 2.806 0.611 -3.341
H 4.113 1.494 -4.162
H 4.355 -1.818 -2.792
C 2.500 -6.952 2.138
C 1.793 -8.298 2.168
C 2.356 -9.257 1.131
O 0.387 -8.131 1.990
H 2.368 -6.478 1.161
H 2.086 -6.283 2.894
H 3.570 -7.063 2.320
H 1.896 -8.739 3.161
H 2.221 -8.848 0.125
H 1.840 -10.215 1.175
H 3.422 -9.428 1.287
H 0.245 -7.744 1.119
C -4.576 0.271 6.870
C -3.703 0.814 5.750
C -3.916 2.306 5.539
O -3.933 0.095 4.538
H -5.633 0.409 6.627
H -4.400 -0.796 7.006
H -4.374 0.781 7.812
H -2.654 0.630 5.987
H -4.954 2.503 5.258
H -3.275 2.673 4.737
H -3.698 2.869 6.447
H -4.854 0.223 4.288
```

The value obtained for the energy is -51341.12262 eV. As for the total charge: +1.


This record from the OMol25 dataset describes a 10-piece molecular cluster, C31H84F9N7O16S3 overall in a non-equilibrium geometry. The level of theory is wB97M-V/def2-TZVPD.

```
150
Properties=species:S:1:pos:R:3
C 5.287 6.476 0.346
C 5.710 5.288 -0.505
C 5.055 3.985 -0.068
O 3.675 4.084 -0.167
C 2.980 2.981 0.474
N 5.261 5.578 -1.938
H 4.394 6.125 -1.936
H 5.995 6.122 -2.399
H 5.030 4.725 -2.453
H 5.297 6.165 1.391
H 4.221 6.651 0.179
H 5.902 7.356 0.195
H 6.788 5.145 -0.523
H 5.423 3.748 0.939
H 5.457 3.163 -0.690
H 2.055 2.755 -0.054
H 2.869 3.261 1.520
H 3.547 2.046 0.372
C 3.884 -1.458 4.625
C 3.068 -2.691 4.814
C 2.788 -3.362 3.487
O 2.373 -4.647 3.746
C 2.356 -5.489 2.598
N 3.843 -3.726 5.622
H 4.809 -3.867 5.318
H 3.922 -3.356 6.577
H 3.302 -4.600 5.654
H 3.501 -0.829 3.825
H 4.938 -1.630 4.399
H 3.853 -0.847 5.530
H 2.154 -2.521 5.374
H 3.708 -3.359 2.877
H 2.040 -2.758 2.954
H 3.379 -5.551 2.189
H 1.690 -5.096 1.831
H 2.117 -6.499 2.908
C -3.746 0.371 3.345
C -3.250 -0.441 2.174
C -2.883 -1.875 2.481
O -2.089 -1.942 3.615
C -1.534 -3.230 3.715
N -4.238 -0.479 1.053
H -5.154 -0.818 1.366
H -4.270 0.372 0.496
H -3.861 -1.257 0.477
H -3.990 1.401 3.084
H -3.071 0.333 4.191
H -4.693 -0.069 3.688
H -2.377 0.051 1.726
H -2.516 -2.314 1.541
H -3.761 -2.543 2.605
H -2.289 -3.972 3.985
H -0.767 -3.218 4.491
H -1.051 -3.540 2.787
C 3.080 -1.773 -3.557
C 3.144 -3.040 -2.719
C 1.850 -3.786 -2.667
O 1.652 -4.220 -3.983
C 0.395 -4.856 -4.177
N 4.197 -3.965 -3.288
H 5.165 -3.677 -3.148
H 4.060 -4.870 -2.819
H 4.002 -4.149 -4.281
H 3.946 -1.129 -3.435
H 2.206 -1.221 -3.195
H 2.813 -2.001 -4.589
H 3.418 -2.711 -1.714
H 1.052 -3.121 -2.339
H 1.876 -4.662 -1.995
H 0.204 -4.940 -5.243
H -0.418 -4.339 -3.669
H 0.443 -5.892 -3.819
C -1.060 0.230 8.353
C 0.004 0.578 7.323
C -0.234 0.105 5.903
O 0.960 0.280 5.176
C 0.669 0.511 3.759
N 0.215 2.092 7.275
H 0.346 2.450 8.229
H 1.068 2.310 6.752
H -0.587 2.579 6.863
H -0.694 0.378 9.366
H -1.434 -0.782 8.224
H -1.941 0.870 8.217
H 0.958 0.236 7.730
H -1.078 0.664 5.482
H -0.493 -0.955 5.942
H 1.559 0.280 3.193
H 0.226 1.499 3.633
H -0.108 -0.208 3.482
C 1.268 4.079 -5.066
C 0.707 3.274 -3.888
C 0.240 4.122 -2.741
O -0.970 4.727 -3.109
C -1.128 6.067 -2.684
N -0.452 2.441 -4.264
H -0.326 1.720 -5.014
H -0.594 1.874 -3.402
H -1.286 3.012 -4.385
H 1.092 3.645 -6.047
H 2.319 4.258 -4.842
H 0.785 5.061 -5.126
H 1.504 2.682 -3.434
H 0.976 4.844 -2.367
H 0.053 3.519 -1.843
H -0.224 6.664 -2.867
H -1.356 6.161 -1.618
H -1.907 6.543 -3.277
C -4.825 3.224 -2.205
C -4.653 1.932 -2.985
C -5.698 0.872 -2.700
O -5.547 -0.263 -3.464
C -4.539 -1.143 -3.000
N -4.665 2.144 -4.480
H -5.622 2.311 -4.801
H -4.056 2.903 -4.787
H -4.257 1.305 -4.928
H -3.916 3.824 -2.321
H -4.804 2.961 -1.146
H -5.706 3.807 -2.459
H -3.658 1.520 -2.805
H -6.704 1.281 -2.882
H -5.754 0.694 -1.612
H -4.851 -1.630 -2.073
H -3.562 -0.662 -2.865
H -4.372 -1.889 -3.772
C -0.928 -1.495 -4.824
F -1.718 -2.545 -4.633
F -0.763 -0.903 -3.613
F 0.249 -1.920 -5.260
S -1.716 -0.312 -5.998
O -2.701 0.380 -5.173
O -0.586 0.553 -6.370
O -2.206 -1.119 -7.056
C -0.332 -1.144 -0.439
F -1.096 -1.895 -1.184
F -0.341 -1.558 0.844
F 0.950 -1.338 -0.882
S -0.782 0.669 -0.550
O -0.408 1.334 0.681
O -0.027 1.063 -1.723
O -2.213 0.497 -0.736
C -2.614 -4.874 -0.330
F -2.134 -4.501 -1.534
F -2.436 -6.176 -0.217
F -1.806 -4.270 0.598
S -4.408 -4.410 -0.151
O -4.620 -4.542 1.275
O -4.453 -2.992 -0.526
O -5.019 -5.347 -1.038
```

The energy above the lowest of the compared OMol25 structures with the same formula, charge and spin comes out at 19.5 kcal per mole. The value obtained for the energy is -133627.31114 eV. As for the total charge: +4.


Number 1: HOMO-LUMO gap 8.91 eV. Number 2: HOMO-LUMO gap 8.50 eV. Number 3: HOMO-LUMO gap 7.00 eV.